An isolated ion of composition C4H13N2O2 and charge +1 in a non-equilibrium geometry, computed with ωB97M-V with the def2-TZVPD basis set.

Summary:
Maximum force, eV Å⁻¹: 3.76
Charge: +1
Structure (SMILES): CO[C@](N)(O)[NH+](C)C
HOMO energy, Ha: -0.5412
Orbital gap, eV: 11.746
Energy, eV: -11425.511

```
21
C4H13N2O2 ωB97M-V with the def2-TZVPD basis set
C -1.7667 1.1615 -1.1482
O -0.9391 0.9790 0.0335
C -0.5737 -0.1438 0.6143
N -1.1041 -1.2966 0.1030
O -0.6284 0.1061 2.1778
N 0.9929 -0.3369 0.4166
C 1.5902 0.9762 0.3806
C 1.3685 -1.1461 -0.7298
H -1.4248 2.1092 -1.6365
H -2.8284 1.1812 -0.7575
H -1.5935 0.4870 -1.9545
H -0.7195 -2.1342 0.6781
H -2.1714 -1.2657 0.0398
H -1.4145 0.5502 2.5899
H 1.3411 -0.9154 1.1780
H 1.4343 1.4255 1.3616
H 2.6854 0.8391 0.1140
H 1.2741 1.5907 -0.4304
H 0.6149 -0.9265 -1.6103
H 2.3878 -0.9729 -0.8822
H 1.4749 -2.2676 -0.5379
```



A 2-piece molecular cluster, C4H13N2O2 overall in a non-equilibrium geometry, computed with ωB97M-V with the def2-TZVPD basis set.

Summary:
Maximum force, eV Å⁻¹: 4.18
Charge: +1
HOMO energy, Ha: -0.4750
Orbital gap, eV: 9.491
Energy, eV: -11426.237

```
21
C4H13N2O2 ωB97M-V with the def2-TZVPD basis set
O 1.8849 0.9768 -1.3541
C 1.1145 0.0740 -1.2647
C -0.4783 0.6686 -1.2842
C -0.6883 1.0089 0.1645
C -0.3152 -0.1384 1.2004
N -1.2854 -1.2319 0.9895
N -0.4141 1.8878 -2.1491
H 1.1832 -1.0020 -1.0780
H -1.0872 -0.1216 -1.6922
H -1.7365 1.0904 0.5052
H -0.0838 1.8408 0.5234
H -0.3062 0.3098 2.1925
H 0.6177 -0.6109 0.9253
H -2.1754 -1.1231 1.4597
H -0.8563 -2.0842 1.3256
H -1.3173 2.3373 -1.9814
H 0.3179 2.5610 -1.9106
H -0.2961 1.5425 -3.1012
H 1.4638 -3.2767 2.1883
H 2.6042 -2.2722 2.4562
O 1.8538 -2.4368 1.8850
```



An isolated ion of composition C4H13N2S and charge +1 in a non-equilibrium geometry, computed with ωB97M-V with the def2-TZVPD basis set.

Summary:
Maximum force, eV Å⁻¹: 2.31
Charge: +1
Structure (SMILES): NCC[NH2+]CCS
HOMO energy, Ha: -0.4765
Orbital gap, eV: 9.858
Energy, eV: -18167.391

```
20
C4H13N2S ωB97M-V with the def2-TZVPD basis set
N 1.3604 -2.0719 0.4547
C 0.1473 -2.0910 -0.3767
C 0.1147 -0.8767 -1.3128
N 0.5461 0.3149 -0.5787
C -0.5034 1.4134 -0.2870
C -0.5230 1.7162 1.1998
S -1.9377 2.7704 1.6093
H 1.1621 -1.9196 1.4354
H 1.8505 -2.9493 0.4224
H -0.7394 -2.1890 0.2538
H 0.1221 -3.0169 -0.9435
H -0.9349 -0.7947 -1.6084
H 0.6539 -1.1173 -2.2228
H 1.2920 0.8367 -1.0232
H 0.9225 -0.0005 0.3023
H -0.1328 2.2881 -0.8112
H -1.4780 1.0498 -0.5989
H 0.4340 2.0854 1.5658
H -0.7348 0.8050 1.7719
H -1.6217 3.7470 0.7480
```



A 2-piece molecular cluster, C4H13N2S2 overall, computed with ωB97M-V with the def2-TZVPD basis set.

Summary:
Maximum force, eV Å⁻¹: 0.89
Charge: +2
Multiplicity: 2
HOMO energy (alpha / beta), Ha: -0.6718 / -0.6718
Orbital gap (alpha / beta), eV: 9.899 / 6.297
Energy, eV: -28991.540

```
21
C4H13N2S2 ωB97M-V with the def2-TZVPD basis set
C 0.3727 -1.9009 2.1899
N 0.2627 -0.4390 2.1918
C -0.1344 0.2524 3.2270
N -0.2156 1.5625 3.2996
H 1.4234 -2.1922 2.2004
H -0.1235 -2.3048 1.3119
H -0.1164 -2.3125 3.0719
H 0.5343 0.0465 1.3288
H -0.4313 -0.3113 4.1068
H -0.0115 2.1550 2.5137
H -0.6283 1.9812 4.1199
C -1.7191 -1.6367 -2.7438
C -0.7252 -1.0535 -1.7351
S 0.0271 0.4383 -2.4198
S 1.1109 1.1984 -0.8093
H -1.2156 -1.9210 -3.6655
H -2.5117 -0.9247 -2.9674
H -2.1680 -2.5348 -2.3152
H 0.0860 -1.7603 -1.5144
H -1.2197 -0.7827 -0.7986
H 0.1755 2.0988 -0.4252
```



For each record above, in turn, the calculated energy relative to the best compared isomer or geometry (same formula, charge and spin) values are 91.4; 74.6; 25.4; 7.5 kcal per mole.